Density functional theory data (the ωB97M-V functional and the def2-TZVPD basis) for one molecule with the formula C5H11NO in a non-equilibrium geometry.

Cartesian coordinates (Å):
C (-1.821, -1.058, -0.704)
C (-1.161, -0.645, 0.675)
C (0.421, -0.916, 0.786)
C (1.079, -0.449, -0.491)
O (0.904, -1.201, -1.435)
N (1.591, 0.743, -0.547)
C (1.212, 1.887, 0.224)
H (-2.664, -0.324, -0.926)
H (-1.159, -0.812, -1.467)
H (-2.125, -2.120, -0.665)
H (-1.628, -1.114, 1.629)
H (-1.216, 0.458, 0.858)
H (0.936, -0.336, 1.512)
H (0.448, -2.042, 0.884)
H (1.888, 1.136, -1.454)
H (0.291, 1.868, 0.798)
H (1.938, 2.200, 0.989)
H (1.068, 2.725, -0.665)

Output
- multiplicity = 1
- max |F| (eV Å⁻¹) = 4.892
- highest occupied orbital energy (eV) = -9.25
- LUMO energy (eV) = 0.73
- ΔE to the lowest compared entry with this formula, charge and spin (kJ/mol) = 192.49
- electronic energy (eV) = -8899.702
- structure (SMILES) = CCCC(=O)NC
- HOMO-LUMO gap (eV) = 10.0
- net charge = 0

Computed Mulliken charges, given in elementary charges: -0.951, -0.267, -0.800, 0.442, -0.626, -0.185, -0.787, 0.307, 0.327, 0.249, 0.330, 0.111, 0.425, 0.317, 0.314, 0.281, 0.267, 0.248


Density functional theory data (the ωB97M-V functional and the def2-TZVPD basis) for a 2-piece molecular cluster, C7H8N5S overall in a non-equilibrium geometry.

Cartesian coordinates (Å):
C (3.207, 0.021, -0.493)
C (0.555, -3.084, 0.688)
C (-0.696, -2.870, 0.125)
C (0.509, -1.051, 0.068)
C (2.177, 2.124, 0.087)
C (2.042, 0.785, -0.171)
C (-0.343, 1.817, 0.493)
N (4.138, -0.581, -0.759)
N (1.273, -1.962, 0.662)
N (-0.713, -1.579, -0.269)
N (0.845, 0.210, -0.191)
N (-3.073, 1.798, -0.252)
S (0.731, 3.014, 0.393)
H (0.958, -3.988, 1.098)
H (-1.528, -3.531, -0.007)
H (3.103, 2.666, 0.024)
H (-1.433, 1.765, 0.292)
H (-1.478, -1.087, -0.704)
H (-3.426, 2.721, -0.025)
H (-3.691, 1.129, 0.194)
H (-3.155, 1.682, -1.256)

Output
- multiplicity = 1
- max |F| (eV Å⁻¹) = 4.199
- highest occupied orbital energy (alpha / beta) (eV) = -12.24 / -12.18
- LUMO energy (alpha / beta) (eV) = -5.42 / -5.86
- ΔE to the lowest compared entry with this formula, charge and spin (kJ/mol) = 0.00
- electronic energy (eV) = -25663.314
- HOMO-LUMO gap (alpha / beta) (eV) = 6.8 / 6.3
- net charge = +1

Computed Mulliken charges, given in elementary charges: -0.041, -0.309, -0.238, 0.341, -0.482, 0.776, 0.003, -0.315, -0.473, 0.037, -0.349, -0.872, 0.056, 0.447, 0.407, 0.460, 0.533, 0.185, 0.276, 0.272, 0.284


Density functional theory data (the ωB97M-V functional and the def2-TZVPD basis) for a 5-piece molecular cluster, C35H71F13IN2O6S overall in a non-equilibrium geometry.

Cartesian coordinates (Å):
C (4.943, -2.090, -7.439)
O (4.014, -1.200, -8.093)
C (2.649, -1.645, -7.753)
C (1.838, -0.326, -7.378)
C (1.138, -0.368, -5.922)
C (2.137, -0.630, -4.718)
C (1.769, -1.835, -3.741)
C (1.217, -3.154, -4.505)
C (1.909, -4.505, -3.976)
N (1.581, -4.786, -2.540)
O (3.051, -2.275, -3.173)
C (3.703, -1.226, -2.439)
C (3.704, 0.224, -3.107)
N (2.495, 0.608, -3.888)
C (2.960, 1.636, -4.929)
C (3.903, 2.792, -4.366)
C (5.453, 2.650, -4.820)
I (5.712, 2.825, -6.980)
C (1.359, 1.238, -3.170)
C (1.101, 0.824, -1.656)
C (1.561, 1.968, -0.598)
F (2.719, 2.655, -0.992)
F (0.506, 2.938, -0.662)
C (1.553, 1.473, 0.943)
F (0.160, 1.520, 1.311)
F (1.878, 0.102, 1.085)
C (2.305, 2.432, 1.972)
F (2.257, 3.787, 1.569)
F (1.447, 2.453, 3.120)
C (3.682, 1.958, 2.577)
F (3.958, 2.879, 3.622)
F (3.569, 0.731, 3.270)
S (5.194, 1.881, 1.495)
F (4.496, 0.925, 0.343)
F (4.904, 3.296, 0.715)
F (6.085, 2.699, 2.664)
F (5.671, 0.470, 2.281)
F (6.605, 1.763, 0.624)
H (4.830, -2.130, -6.302)
H (4.803, -3.150, -7.857)
H (6.038, -1.814, -7.633)
H (2.264, -2.145, -8.712)
H (2.774, -2.394, -6.911)
H (0.962, -0.262, -8.121)
H (2.437, 0.632, -7.554)
H (0.295, -1.140, -6.024)
H (0.577, 0.633, -5.841)
H (3.143, -0.925, -5.194)
H (0.994, -1.597, -2.947)
H (1.229, -3.058, -5.633)
H (0.109, -3.257, -4.214)
H (1.401, -5.350, -4.572)
H (3.011, -4.581, -4.218)
H (2.393, -5.143, -2.031)
H (0.791, -5.441, -2.487)
H (4.807, -1.532, -2.349)
H (3.318, -1.241, -1.353)
H (4.577, 0.192, -3.855)
H (4.029, 0.961, -2.305)
H (3.541, 1.128, -5.780)
H (2.052, 2.168, -5.384)
H (3.867, 2.964, -3.247)
H (3.560, 3.778, -4.845)
H (5.973, 1.757, -4.356)
H (5.966, 3.575, -4.374)
H (1.469, 2.383, -3.159)
H (0.366, 1.078, -3.723)
H (1.434, -0.214, -1.358)
H (-0.047, 0.809, -1.515)
C (-2.724, 2.794, 6.779)
C (-1.669, 2.389, 7.795)
O (-0.963, 1.208, 7.441)
C (-0.241, 1.249, 6.218)
C (0.827, 2.328, 6.180)
H (-3.445, 1.985, 6.634)
H (-3.258, 3.685, 7.120)
H (-2.286, 3.020, 5.805)
H (-2.161, 2.182, 8.749)
H (-0.967, 3.208, 7.982)
H (-0.933, 1.350, 5.375)
H (0.238, 0.273, 6.108)
H (0.403, 3.329, 6.279)
H (1.372, 2.288, 5.238)
H (1.537, 2.192, 7.000)
C (-2.297, -0.104, -0.415)
C (-3.083, 0.202, -1.679)
O (-3.277, -0.928, -2.514)
C (-3.987, -2.022, -1.943)
C (-5.393, -1.664, -1.496)
H (-1.317, -0.527, -0.660)
H (-2.149, 0.808, 0.170)
H (-2.813, -0.828, 0.217)
H (-2.527, 0.935, -2.271)
H (-4.045, 0.666, -1.440)
H (-3.411, -2.457, -1.119)
H (-4.048, -2.791, -2.716)
H (-5.394, -0.901, -0.715)
H (-5.902, -2.546, -1.103)
H (-5.972, -1.272, -2.336)
C (0.481, 4.756, 12.595)
C (0.462, 3.510, 13.466)
O (-0.831, 3.176, 13.951)
C (-1.821, 2.904, 12.969)
C (-1.469, 1.740, 12.058)
H (0.080, 5.613, 13.146)
H (1.502, 4.986, 12.282)
H (-0.125, 4.634, 11.695)
H (1.086, 3.686, 14.345)
H (0.901, 2.657, 12.940)
H (-2.034, 3.808, 12.388)
H (-2.739, 2.664, 13.512)
H (-0.560, 1.930, 11.483)
H (-2.280, 1.554, 11.350)
H (-1.301, 0.834, 12.645)
C (-8.378, -5.269, -2.181)
C (-8.343, -3.919, -2.878)
O (-7.177, -3.716, -3.665)
C (-6.963, -4.637, -4.726)
C (-8.084, -4.654, -5.750)
H (-7.498, -5.392, -1.542)
H (-9.276, -5.356, -1.564)
H (-8.382, -6.096, -2.893)
H (-8.347, -3.132, -2.120)
H (-9.240, -3.767, -3.485)
H (-6.781, -5.639, -4.325)
H (-6.037, -4.330, -5.220)
H (-9.035, -4.961, -5.311)
H (-7.848, -5.349, -6.559)
H (-8.227, -3.657, -6.176)

Output
- multiplicity = 1
- max |F| (eV Å⁻¹) = 6.072
- highest occupied orbital energy (eV) = -10.49
- LUMO energy (eV) = -3.56
- electronic energy (eV) = -106958.677
- HOMO-LUMO gap (eV) = 6.9
- net charge = +1

Mulliken population analysis, charges in e, atoms 1 to 99: -0.493, -0.404, -0.351, -0.764, -0.980, -0.144, 1.216, -0.829, -0.694, -0.518, -0.395, -0.888, -0.240, 0.932, -0.059, -0.308, -1.095, 0.084, -0.599, -0.637, 0.693, -0.274, -0.332, 0.767, -0.366, -0.283, 0.563, -0.250, -0.311, 0.724, -0.277, -0.239, 1.252, -0.194, -0.297, -0.334, -0.335, -0.312, 0.091, 0.286, 0.253, 0.329, 0.268, 0.461, 0.323, 0.569, 0.386, -0.185, -0.455, 0.380, 0.264, 0.396, 0.298, 0.206, 0.236, 0.400, 0.241, 0.373, 0.232, -0.167, 0.375, -0.035, 0.470, 0.342, 0.546, 0.643, 0.064, 0.660, -0.517, -1.144, -0.003, -0.447, -0.374, -0.465, 0.298, 0.401, 0.266, 0.127, 0.277, 0.286, 0.329, 0.271, -0.133, 0.340, -0.983, -0.448, -0.454, -0.351, -0.914, 0.270, 0.384, 0.465, 0.378, 0.340, 0.278, 0.348, 0.383, 0.265, 0.241


Density functional theory data (the ωB97M-V functional and the def2-TZVPD basis) for a 2-piece molecular cluster, C2H9N3O overall in a non-equilibrium geometry.

Cartesian coordinates (Å):
H (-0.729, 1.159, -1.437)
N (-0.052, 0.630, -0.897)
C (-0.177, 0.949, 0.362)
N (-0.313, 2.303, 0.858)
N (-0.099, 0.032, 1.333)
C (0.284, -1.343, 1.040)
H (0.494, 2.768, 0.448)
H (-1.056, 2.745, 0.320)
H (-0.227, 0.414, 2.255)
H (1.231, -1.426, 0.517)
H (-0.509, -1.764, 0.439)
H (0.547, -1.798, 1.995)
O (0.430, -1.819, -2.258)
H (0.196, -1.762, -3.188)
H (-0.020, -1.090, -1.786)

Output
- multiplicity = 1
- max |F| (eV Å⁻¹) = 1.733
- highest occupied orbital energy (eV) = -8.86
- LUMO energy (eV) = 0.76
- ΔE to the lowest compared entry with this formula, charge and spin (kJ/mol) = 111.74
- electronic energy (eV) = -8737.282
- structure (SMILES) = [H]/N=C(\N)NC.O
- HOMO-LUMO gap (eV) = 9.6
- net charge = 0

Computed Mulliken charges, given in elementary charges: 0.188, -0.666, 0.369, -0.675, -0.137, -0.870, 0.305, 0.301, 0.261, 0.328, 0.267, 0.311, -0.667, 0.292, 0.393


Density functional theory data (the ωB97M-V functional and the def2-TZVPD basis) for an isolated ion of composition C11H14NO2 and charge +1 in a non-equilibrium geometry.

Cartesian coordinates (Å):
C (-0.185, -3.253, 0.917)
C (0.437, -2.264, 0.217)
C (1.595, -1.903, -0.400)
O (1.875, -1.116, -1.450)
C (0.655, -0.488, -1.933)
C (0.006, 0.468, -0.955)
C (-0.609, -0.417, 0.227)
N (-1.915, -0.816, 0.133)
C (-2.499, -1.912, 0.155)
O (-0.084, -0.015, 1.370)
C (1.065, 0.818, 1.203)
C (0.817, 1.554, -0.135)
C (0.109, 2.853, 0.039)
C (-1.128, 2.964, 0.462)
H (-0.528, -2.892, 1.857)
H (-0.158, -4.311, 0.591)
H (2.394, -2.385, 0.009)
H (-0.157, -1.284, -2.028)
H (0.787, -0.070, -2.904)
H (-0.819, 0.989, -1.485)
H (-3.587, -1.975, 0.081)
H (-1.864, -2.828, 0.184)
H (1.989, 0.222, 1.270)
H (1.205, 1.377, 2.098)
H (1.903, 1.698, -0.514)
H (0.615, 3.719, -0.322)
H (-1.590, 3.877, 0.553)
H (-1.641, 2.123, 0.941)

Output
- multiplicity = 1
- max |F| (eV Å⁻¹) = 3.051
- highest occupied orbital energy (alpha / beta) (eV) = -13.04 / -13.04
- LUMO energy (alpha / beta) (eV) = -4.73 / -4.73
- ΔE to the lowest compared entry with this formula, charge and spin (kJ/mol) = 708.16
- electronic energy (eV) = -17206.667
- structure (SMILES) = C=C=COC[C@H]1C(=[N+]=C)OC[C@@H]1C=C
- HOMO-LUMO gap (alpha / beta) (eV) = 8.3 / 8.3
- net charge = +1

Computed Mulliken charges, given in elementary charges: -1.363, 1.076, -0.717, -0.364, -0.969, 0.179, -0.042, -0.133, -0.309, -0.367, -0.533, 0.265, -0.625, -0.826, 0.450, 0.372, 0.463, 0.394, 0.543, 0.581, 0.352, 0.316, 0.302, 0.440, 0.508, 0.428, 0.407, 0.174


Density functional theory data (the ωB97M-V functional and the def2-TZVPD basis) for C12H22AgClF4N6O8S4 as an isolated structure in a non-equilibrium geometry.

Cartesian coordinates (Å):
Ag (6.042, -9.663, -12.340)
C (3.137, -6.270, -16.666)
C (4.113, -5.523, -15.788)
N (3.681, -5.596, -14.388)
C (2.871, -4.630, -13.848)
C (2.632, -4.948, -12.559)
N (3.290, -6.133, -12.330)
C (3.860, -6.550, -13.466)
C (3.338, -7.024, -11.169)
H (2.829, -7.246, -16.291)
H (3.452, -6.296, -17.709)
H (2.156, -5.784, -16.747)
H (4.331, -4.478, -16.007)
H (5.118, -5.933, -15.910)
H (2.531, -3.827, -14.479)
H (2.127, -4.455, -11.748)
H (4.310, -7.516, -13.635)
H (2.438, -7.630, -11.116)
H (3.350, -6.355, -10.308)
H (4.252, -7.595, -11.245)
C (7.298, -10.095, -9.169)
C (8.765, -10.343, -8.996)
N (9.516, -9.606, -10.008)
C (10.116, -8.380, -9.880)
C (10.737, -8.147, -11.053)
N (10.524, -9.201, -11.910)
C (9.720, -10.055, -11.265)
C (11.057, -9.328, -13.263)
H (6.650, -10.481, -8.388)
H (7.042, -10.538, -10.128)
H (7.135, -9.019, -9.279)
H (9.055, -11.391, -9.064)
H (9.091, -9.990, -8.015)
H (10.058, -7.774, -8.995)
H (11.279, -7.281, -11.392)
H (9.425, -11.043, -11.591)
H (11.427, -8.372, -13.614)
H (10.318, -9.836, -13.875)
H (11.911, -10.001, -13.154)
Cl (3.428, -9.877, -12.698)
N (7.151, -7.610, -11.992)
S (7.746, -6.929, -13.307)
O (9.053, -6.365, -13.210)
O (6.829, -6.293, -14.199)
F (8.023, -8.372, -13.991)
S (7.217, -6.226, -11.062)
O (6.773, -4.996, -11.627)
O (8.335, -6.163, -10.159)
F (6.062, -6.649, -10.030)
N (7.323, -11.612, -12.725)
S (6.926, -13.023, -12.156)
O (8.025, -13.791, -11.619)
O (5.834, -13.692, -12.836)
F (6.194, -12.541, -10.814)
S (8.316, -12.161, -13.900)
O (7.886, -13.218, -14.773)
O (9.679, -12.103, -13.446)
F (8.116, -10.932, -14.903)

Output
- multiplicity = 1
- max |F| (eV Å⁻¹) = 6.296
- highest occupied orbital energy (eV) = -9.01
- LUMO energy (eV) = 0.09
- ΔE to the lowest compared entry with this formula, charge and spin (kJ/mol) = 0.00
- electronic energy (eV) = -108852.723
- HOMO-LUMO gap (eV) = 9.1
- net charge = 0

Computed Mulliken charges, given in elementary charges: 0.855, -1.080, -0.594, 0.426, -0.419, -0.543, 0.365, -0.335, -0.661, 0.347, 0.373, 0.329, 0.491, 0.155, 0.466, 0.463, 0.400, 0.261, 0.373, 0.125, -0.214, -0.691, 0.248, -0.492, -0.361, 0.260, -0.451, -0.753, 0.429, -0.304, 0.108, 0.415, 0.335, 0.394, 0.420, 0.687, 0.293, 0.218, 0.406, -0.594, 0.110, 0.683, -0.568, -0.512, -0.218, 0.908, -0.551, -0.611, -0.298, 0.030, 0.934, -0.600, -0.560, -0.305, 0.888, -0.571, -0.615, -0.292